(1)
76
Properties=species:S:1:pos:R:3:forces:R:3:mulliken_charge:R:1 method="wB97M-V/def2-TZVPD" homo_lumo_gap_ha="0.209 / 0.209" s_squared=3.75 spin_multiplicity=4
C 1.9391 -1.2927 -4.5845 -0.2234 -0.3495 -0.0757 -1.514
C 1.3887 -0.0001 -4.0810 -0.4170 1.2857 0.0177 0.715
H 2.3573 -1.2303 -5.5900 -0.0146 0.1028 -0.0265 0.438
H 1.1320 -2.0338 -4.5762 0.2308 -0.0403 -0.0554 0.127
H 2.7056 -1.6456 -3.8875 -0.0657 -0.0372 -0.1303 0.324
C 0.8762 0.9399 -4.8876 -0.0726 -0.1571 0.1759 0.096
C 0.6004 0.7103 -6.3466 -0.0586 0.2096 -0.5123 -1.472
H 0.5567 1.9223 -4.5187 0.0206 -0.4952 0.2402 0.287
H -0.1519 -0.0781 -6.5074 0.3200 0.0092 0.0858 0.267
H 1.4977 0.4592 -6.9312 -0.2119 -0.0396 0.1149 0.330
H 0.1652 1.6093 -6.7932 0.1392 -0.0084 -0.0364 0.390
Er -0.7642 -0.6659 2.5808 -0.1430 0.3448 -0.5690 0.503
Cl 1.8192 -0.5128 2.4664 0.1610 0.0930 0.3892 -0.607
Cl -1.6631 -2.8506 3.4461 -0.0691 -0.2191 0.3035 -0.608
C 0.2408 2.3291 2.4267 -0.2381 0.0728 -0.2229 0.472
O -0.7544 1.6051 2.1597 0.7499 0.6004 0.3157 -0.316
N 0.2022 3.6542 2.4305 -0.0328 -0.3354 0.0690 0.350
C -1.0354 4.3504 2.1030 0.1210 0.0710 -0.0570 -0.946
C 1.4142 4.4191 2.7308 -0.0274 -0.2214 -0.1871 -0.873
H 1.2237 1.8965 2.6674 -0.3197 -0.0593 -0.0626 0.053
H -1.8886 3.7460 2.4331 0.2424 0.2338 -0.0700 0.286
H -1.1059 4.5194 1.0188 0.0215 -0.0401 0.3082 0.175
H -1.0032 5.3089 2.6241 -0.2419 -0.0607 -0.0816 0.418
H 2.1818 3.6953 3.0467 -0.1829 0.4725 -0.1043 0.291
H 1.2188 5.1426 3.5358 0.0540 -0.2702 -0.2112 0.330
H 1.7641 4.9552 1.8348 -0.1142 -0.1864 0.2835 0.297
H -2.0204 -1.7149 -1.8821 -0.1716 0.2158 0.2256 0.100
H -2.7022 0.8189 -3.1192 -0.1343 -0.0042 0.3344 0.465
C -3.0306 -1.4164 -1.5560 0.0595 0.0458 -0.1141 -0.781
C -3.3981 0.9259 -2.2719 0.1698 0.1047 0.0032 -1.105
N -3.0464 0.0058 -1.1886 0.2144 0.1631 0.6057 0.323
H -3.3672 -2.0257 -0.7104 0.0867 0.1382 -0.2439 0.272
C -2.6780 0.4491 0.0217 0.0575 -0.5303 0.1209 0.238
O -2.4712 -0.2835 1.0291 -0.5420 0.8370 -0.9016 -0.696
H -3.3580 1.9589 -1.8956 -0.0983 -0.3487 -0.2306 0.273
H -2.5375 1.5490 0.0870 -0.2037 -0.4972 0.0235 0.215
H -3.6975 -1.5146 -2.4202 -0.0161 -0.1902 0.3457 0.380
H -4.3995 0.6911 -2.6595 0.1562 0.1221 0.3376 0.389
O 0.7507 -1.1724 -2.2213 -2.0161 -0.0110 0.3457 -0.680
C 1.3263 -0.0018 -2.5496 1.2226 -1.0984 -0.0903 -0.409
C -0.2533 2.0080 -1.8492 -0.2968 0.1933 0.2169 0.675
C 0.9837 1.3776 -1.9032 0.2818 -0.9943 -1.1045 0.127
H -1.1458 1.4673 -2.1649 0.5347 0.1635 0.1077 0.292
C -0.3562 3.3415 -1.4276 0.1448 0.0189 0.0757 -0.483
H 2.3718 -0.1982 -2.2411 0.6365 0.9574 -0.0013 0.032
C 2.1167 2.0914 -1.5627 0.4708 0.4015 0.2381 -0.673
H -1.3259 3.8525 -1.3905 0.2598 -0.2513 -0.0943 0.436
C 0.7949 4.0541 -1.0726 0.0110 0.0176 0.1647 -0.706
C 2.0320 3.4072 -1.1381 0.1871 0.3946 0.1483 -0.836
H 3.0901 1.5953 -1.6893 -0.4658 0.3315 0.2154 0.322
H 0.7434 5.1085 -0.7521 -0.0558 -0.5912 -0.2231 0.470
H 2.9537 3.9358 -0.8791 -0.3189 -0.0236 -0.0725 0.375
Si 0.3630 -3.7745 -0.0827 -0.6282 1.1170 1.4466 0.477
Cl -0.1513 -1.5879 0.2974 0.5540 -1.9182 -1.2629 0.552
C -1.2647 -4.6489 0.2830 0.1791 0.0038 -0.0735 -0.886
C 1.5544 -4.1179 1.3274 0.1922 -0.0442 -0.2456 -0.784
C 1.0375 -4.1059 -1.7471 0.0723 0.0674 -0.1715 -0.734
H -2.1612 -4.0640 0.0367 0.3096 -0.1318 0.0083 0.171
H -1.2996 -4.8901 1.3574 -0.0556 0.0609 -0.4052 0.257
H -1.2756 -5.5769 -0.3095 -0.1130 0.1364 0.2130 0.382
H 0.2489 -4.0369 -2.5027 0.1995 0.0065 0.0587 0.235
H 1.4191 -5.1364 -1.6894 -0.0431 0.1073 -0.1565 0.452
H 1.8342 -3.4062 -2.0129 -0.1906 -0.0474 0.0200 0.110
H 2.5403 -3.7040 1.0998 -0.0528 0.0559 0.0459 0.276
H 1.6766 -5.2061 1.4097 -0.0528 0.0845 0.0474 0.367
H 1.2364 -3.7235 2.3032 -0.0947 -0.1018 -0.3989 0.034
C -0.8444 -1.2296 6.9587 -0.1538 0.2930 0.1070 -0.878
S 0.3172 -0.3183 5.9306 -0.1824 -0.8133 -0.5940 0.419
C 1.4006 -1.7118 5.5081 0.0479 0.1929 0.0579 -0.818
O -0.5172 0.0006 4.6812 0.3644 0.1819 0.8995 -0.363
H -0.3177 -1.7429 7.7726 -0.0928 0.1454 -0.2636 0.398
H -1.4089 -1.9162 6.3208 0.2350 0.0022 0.0242 0.227
H -1.5201 -0.4741 7.3677 0.0429 -0.1713 0.0356 0.332
H 1.8629 -2.0220 6.4557 -0.1374 -0.0021 -0.2546 0.439
H 0.8194 -2.5202 5.0386 0.0550 0.2895 0.2619 0.191
H 2.1579 -1.3494 4.8019 -0.2561 -0.0548 0.2660 0.314


(2)
85
Properties=species:S:1:pos:R:3:forces:R:3:mulliken_charge:R:1 method="wB97M-V/def2-TZVPD" total_charge=-1 homo_lumo_gap_ha=0.264
C 0.6139 1.3697 6.1947 1.3094 0.1428 -0.1659 -1.030
C 1.2744 1.4405 4.6443 -0.1087 0.4229 3.2811 -0.314
C 0.0072 1.4406 3.6813 0.1609 -1.2784 2.9688 0.496
F -0.8970 2.4865 4.2947 1.1056 -1.1426 -1.0395 -0.520
P 0.1918 1.5494 1.7737 -2.1124 2.4063 -0.3520 0.641
I 1.3990 -0.6170 2.0248 1.3900 -1.8785 0.3456 -0.116
C 0.2241 1.4859 -0.1278 -0.1302 0.3397 -3.8646 -0.361
C 0.5693 0.1281 -0.9360 0.3419 0.1040 -3.1356 0.079
C 2.1550 -0.0250 -1.4566 -0.0266 -0.4933 -0.2682 -0.021
C 2.2461 -1.0352 -2.7869 0.3831 0.4062 1.6430 -0.041
O 2.1743 -2.4216 -2.2216 -1.9821 0.9308 -0.9204 -0.577
C -1.5203 0.7347 1.7213 -3.2768 -1.7323 0.5127 -0.722
C -1.6452 -0.8813 1.8160 -3.4902 -0.3251 0.5687 0.047
C -3.3121 -1.1312 1.7603 0.9259 -0.5077 -1.1732 -0.711
C -3.6398 -2.7107 1.4778 -2.3099 0.3202 1.2766 -0.625
C -3.4774 -3.6051 2.8743 0.0285 0.3504 -0.8961 -0.281
N -2.3100 -4.5613 2.5979 -0.4748 1.5969 0.5529 -0.689
C 1.7704 2.6019 1.8297 2.3529 2.5615 -0.1640 -0.507
C 3.2100 1.9775 1.5268 1.9929 2.0551 -1.7080 -0.479
S 4.2790 1.4903 3.0382 0.6251 -2.3970 -1.6286 -0.130
C 5.2358 -0.0121 2.3458 -0.1304 -1.3823 0.3365 0.419
N 5.4216 -1.3988 2.9146 1.1652 5.8461 -6.0167 -0.228
N 6.1779 -2.0061 1.8851 0.5088 4.3894 -3.7430 -0.285
C 6.4442 -1.0331 0.7169 -1.9889 -1.6240 4.7391 -0.052
O 5.8322 0.2701 1.0314 0.2585 -5.3489 2.9415 -0.240
C -0.7428 3.2637 1.8194 -0.9949 2.1422 1.0935 -1.067
O -0.7613 3.9866 0.5111 -5.0170 2.3573 -0.8052 -0.388
C -2.0478 4.6753 0.3086 2.3225 0.2390 -1.3672 0.896
F -3.1784 3.7449 -0.0460 3.3336 3.2867 1.5974 -0.239
F -1.8593 5.5366 -0.9184 -0.9530 -2.6163 3.8451 -0.315
F -2.3927 5.6143 1.4089 0.4889 -3.2837 -3.5912 -0.247
H 1.4788 0.9523 6.9030 -2.0266 0.7938 -1.3526 0.337
H 0.4005 2.4732 6.5208 -0.0432 -2.3221 -0.4472 0.240
H -0.3284 0.6620 6.2195 1.9042 1.5948 0.0940 0.259
H 1.9267 2.4262 4.7203 -1.4711 -1.9178 -0.7193 0.171
H 2.0213 0.5530 4.6595 -1.6534 1.5618 -0.8638 0.145
H -0.5712 0.4278 3.9536 1.3402 2.1996 -0.7246 -0.043
H -0.8424 1.7762 -0.5941 2.2642 -0.5040 1.4716 0.195
H 0.9325 2.3017 -0.6442 -1.3656 -1.7069 1.2775 0.364
H 0.0889 -0.8725 -0.6001 1.1643 1.8401 -0.0513 -0.631
H 0.0660 0.2655 -2.0230 0.7682 -0.0746 2.3129 0.285
H 2.8549 -0.5109 -0.6577 -1.3482 0.8337 -1.3909 -0.054
H 2.6027 1.0321 -1.7107 -1.0667 -1.8660 0.3739 0.230
H 3.3223 -0.9526 -3.2914 -2.4847 -0.1876 0.9922 0.276
H 1.3785 -0.8041 -3.5369 1.8343 -0.6486 1.4121 -0.086
H 1.2001 -2.6468 -2.0418 2.1864 0.7286 -0.4060 0.286
H -2.1801 1.0963 2.6555 1.5518 -0.6400 -1.8574 0.374
H -2.2346 1.0557 0.8193 1.8805 -0.6050 1.6191 0.074
H -1.3896 -1.3465 2.8867 0.0564 1.0604 -2.5946 0.076
H -1.2748 -1.5156 0.9199 -0.1109 1.2791 1.7355 -0.127
H -3.7660 -0.7524 2.7703 0.5641 -0.7875 -2.0085 0.257
H -3.7432 -0.5249 0.8306 0.7993 -1.1004 2.1305 0.314
H -4.8047 -2.7672 1.2226 2.4315 0.1099 0.3132 0.294
H -3.0901 -3.1799 0.5577 -0.7307 0.9300 1.9104 0.214
H -3.2764 -2.8602 3.7541 -0.2832 -1.2900 -1.5268 0.235
H -4.4725 -4.1934 3.1431 2.1585 1.0758 -0.7103 0.285
H -1.6216 -3.9527 2.0700 -0.6765 -1.2151 1.2542 0.276
H -1.9108 -4.8963 3.5021 -0.1450 0.5788 -1.1593 0.236
H 1.6605 3.4565 0.9910 0.1221 -2.0642 1.5843 0.321
H 1.8723 3.3244 2.7789 -0.2430 -1.9262 -1.7100 0.573
H 3.8826 2.8892 1.1215 -1.5391 -1.8785 0.7761 0.504
H 3.3376 1.1926 0.6778 -0.7043 1.1732 1.8778 -0.243
H 7.0145 -1.2539 -0.2942 -1.5056 0.6934 2.5314 0.301
H -1.8784 3.1631 2.0803 2.4033 0.1082 0.1263 0.548
H -0.1631 4.0576 2.5006 -1.6845 -1.9689 -1.0481 0.103
C 0.3920 0.0717 -6.1737 -0.2273 -0.0351 -0.1614 -0.148
Cl 2.0890 -0.2049 -6.5841 -0.0221 0.0621 -0.1040 -0.127
Cl 0.2430 1.0750 -4.7259 -0.2422 0.1910 -0.2050 -0.103
H -0.0983 0.5776 -7.0091 0.2173 -0.0617 0.2436 0.364
H -0.0912 -0.8911 -5.9906 0.2279 0.2484 0.0556 0.047
C 2.1093 -4.3957 -7.0543 0.0906 -0.3247 0.2033 -0.339
Cl 3.0556 -3.6502 -8.3479 0.0655 -0.0834 -0.0154 -0.165
Cl 0.7431 -3.3722 -6.5947 -0.1141 -0.2306 0.0109 -0.083
H 1.7303 -5.3602 -7.4010 0.0230 0.3401 0.0240 0.320
H 2.7520 -4.5434 -6.1831 -0.1862 0.1972 -0.2011 0.270
C -1.3798 -5.9620 -4.0158 -0.3191 -0.0300 -0.1327 -0.306
Cl 0.3172 -6.2385 -4.4262 0.0050 -0.1604 -0.0514 -0.144
Cl -1.5289 -4.9586 -2.5680 -0.0951 -0.0386 -0.0619 -0.090
H -1.8701 -5.4561 -4.8512 0.2369 -0.0354 0.2278 0.229
H -1.8631 -6.9247 -3.8327 0.2313 0.2466 0.0463 0.307
C -5.2600 5.5861 -2.4237 0.2053 -0.0235 0.4386 0.097
Cl -5.5580 3.9770 -3.0921 0.0154 -0.0163 0.0934 -0.160
Cl -5.5953 6.8439 -3.6198 -0.0077 0.1347 0.0181 -0.180
H -5.9086 5.7372 -1.5573 0.0911 -0.0630 -0.3274 0.264
H -4.2134 5.6560 -2.1178 -0.2404 -0.0630 -0.1874 -0.032


(3)
95
Properties=species:S:1:pos:R:3:forces:R:3:mulliken_charge:R:1 method="wB97M-V/def2-TZVPD" total_charge=+3 homo_lumo_gap_ha="0.289 / 0.060" s_squared=0.76 spin_multiplicity=2
Na 0.6357 1.1931 4.1155 -0.0472 -1.0310 0.3794 1.051
Na 2.5527 4.4493 0.6886 0.4754 -0.3951 -0.6340 0.951
Na -2.3520 2.5761 -0.3223 0.0781 -0.5345 -0.8939 0.927
C 1.7783 -0.5764 -0.4458 1.0517 1.5827 0.7324 0.494
F 2.3568 -0.2756 -1.6450 -0.5955 0.0062 0.9704 -0.144
F 0.8597 -1.4707 -0.6477 -0.8878 -0.4901 -0.1610 -0.157
F 2.7067 -1.0746 0.3709 -0.2602 0.3283 -0.5416 -0.174
S 1.0300 1.0318 0.4413 0.7345 0.5940 1.0493 0.193
O 1.0949 0.7381 1.9015 0.1112 0.3401 -2.1654 -0.412
O 1.8916 2.1705 0.0161 -0.7989 -1.3030 0.6472 -0.419
O -0.3380 1.1565 -0.0481 0.0937 -0.1236 -0.1284 -0.238
C -2.4165 5.8012 -3.8532 -1.3194 -0.2465 -0.2440 -0.597
O -1.1045 5.3181 -3.9960 1.9554 -2.2241 -0.1206 -0.331
C -0.7833 4.0627 -3.5643 -0.5936 0.6851 1.0517 0.722
O -1.4972 3.3955 -2.8012 1.4685 0.5964 -1.1152 -0.495
O 0.4568 3.7532 -4.0150 -0.5636 -0.1106 0.4585 -0.374
C 1.1840 2.5785 -3.5246 -0.7527 -0.0920 -0.2785 -0.206
H -2.3666 6.8428 -3.5361 -0.0419 -0.3056 0.3317 0.254
H -3.0034 5.1184 -3.2389 0.1012 0.4666 0.5160 0.268
H -2.9359 5.7783 -4.8113 0.3259 0.1018 -0.2729 0.273
H 1.1627 2.4806 -2.4392 -0.0436 0.2835 -0.0617 0.226
H 2.2076 2.6093 -3.8979 -0.2095 0.7381 0.0822 0.290
H 0.7885 1.6637 -3.9659 -0.5024 0.0731 0.0417 -0.005
C -6.0689 0.8403 -3.2131 -2.3493 1.6688 1.2942 -0.645
O -5.0596 -0.0225 -3.4827 4.9683 -1.5922 0.3049 -0.315
C -3.8960 0.1209 -2.7522 -0.4817 0.4385 1.0925 0.608
O -3.6124 1.0170 -1.9429 -0.8441 -0.8254 -1.4060 -0.494
O -3.1034 -0.9315 -2.9394 0.3300 -0.3261 -1.1058 -0.398
C -1.7317 -0.9086 -2.4301 -1.0586 0.7125 0.6391 -0.037
H -6.9090 0.6276 -3.8743 0.2674 -0.0579 -0.0696 0.240
H -5.7942 1.8920 -3.2944 0.1222 -0.0161 -0.1151 0.275
H -6.3914 0.6417 -2.1910 -0.3396 0.3242 0.0929 0.320
H -1.1274 -0.1596 -2.9419 -0.2010 0.1310 -0.0933 -0.069
H -1.2659 -1.8884 -2.5346 -0.6171 -0.0493 -0.1513 0.295
H -1.8112 -0.6367 -1.3775 0.3653 -0.0959 -0.0335 0.189
C 4.5848 1.9561 -2.2777 -1.6520 -0.4847 0.7622 -0.455
O 5.6709 2.5105 -1.5554 0.0804 1.2104 -0.3512 -0.324
C 5.4302 3.7038 -0.9736 -1.7613 -0.2514 -0.3983 0.822
O 4.3089 4.2607 -0.8894 1.6417 -1.0077 0.2441 -0.740
O 6.5539 4.1404 -0.5206 0.8746 0.7745 0.5738 -0.315
C 6.6524 5.3544 0.2389 -0.0628 1.2709 0.6232 -0.677
H 4.8184 1.0529 -2.8414 0.8767 0.3251 0.1728 0.342
H 4.0545 2.6541 -2.9255 0.5291 0.2889 0.0274 0.238
H 3.8726 1.6548 -1.5096 -0.2984 -0.0739 -0.2097 0.136
H 6.1453 6.2320 -0.1622 -0.3192 -0.4597 -0.7006 0.314
H 7.6898 5.6782 0.3231 0.0820 -0.7235 -0.2992 0.277
H 6.2801 5.2767 1.2604 -0.0736 -0.6810 -0.0184 0.293
C -1.8416 0.6055 -7.8647 -1.6682 0.4714 -2.5132 -0.753
O -1.2327 0.3301 -6.6203 2.1735 -2.3011 -0.4229 -0.109
C -0.2508 -0.6287 -6.5377 -2.2664 3.9188 4.6796 0.707
O 0.1189 -1.3351 -7.4514 0.5233 -0.8549 -1.0640 -0.082
O 0.1578 -0.5711 -5.2655 0.2640 -0.7968 -1.8756 0.022
C 1.1089 -1.5349 -4.7118 0.3876 -1.6567 0.1613 -0.574
H -1.3901 1.4311 -8.4149 0.5841 -0.1382 0.3789 0.348
H -2.8849 0.9055 -7.7663 0.0695 0.0988 1.0508 0.272
H -1.9611 -0.2463 -8.5342 0.5862 -0.2877 0.2659 0.374
H 1.7592 -1.1400 -3.9312 -0.1966 0.9794 -0.5521 0.058
H 1.6949 -2.0214 -5.4916 0.0517 0.3401 0.0031 0.455
H 0.5731 -2.3249 -4.1855 -0.5090 0.1000 -0.3374 0.317
C 3.5038 -2.4459 3.2286 -0.8246 1.3833 0.6864 -0.305
O 2.8802 -2.9592 4.4005 -1.5019 -1.4737 2.1280 -0.370
C 2.0271 -2.2685 5.1893 -0.4170 1.6670 -1.2368 0.828
O 1.8662 -1.0298 5.0259 -0.1386 -2.4564 0.6469 -0.596
O 1.3411 -3.0638 6.0754 2.8047 0.8556 -2.2283 -0.295
C 0.3829 -2.4370 6.8941 -1.1747 0.0317 -0.0978 -0.295
H 4.0692 -3.2460 2.7508 -0.0046 0.1523 0.4101 0.269
H 4.0783 -1.5845 3.5693 0.5233 -0.1474 -0.4995 0.359
H 2.7242 -2.0657 2.5685 0.0351 -0.1122 -0.1554 -0.078
H -0.4537 -2.1552 6.2547 0.0245 0.4452 0.0381 -0.141
H 0.7709 -1.5896 7.4594 0.0356 -0.1601 -0.0495 0.368
H -0.0318 -3.2255 7.5220 0.4560 0.1181 0.2358 0.310
C 0.3193 -4.5259 1.5250 -0.2729 -1.2588 0.1641 -0.723
O -0.0795 -4.5226 2.9484 0.3268 0.1188 -1.2853 -0.152
C -1.2058 -5.1553 3.3490 -2.4621 -0.5802 -0.7459 0.562
O -1.9944 -5.8141 2.6122 3.1613 2.4989 3.3813 -0.587
O -1.3282 -4.7749 4.7173 -0.8553 -1.8261 -1.7801 -0.103
C -2.3861 -5.4916 5.4868 -0.2936 0.0749 -0.9284 -0.781
H 0.0937 -5.4683 1.0258 -0.6273 -0.0949 0.3648 0.404
H 1.4016 -4.5029 1.3978 0.0665 0.4749 0.9305 0.277
H -0.1149 -3.7347 0.9138 -0.3259 0.2339 0.5610 0.183
H -2.2232 -5.4632 6.5642 0.8237 0.1668 -0.2959 0.277
H -2.4854 -6.5213 5.1434 0.3173 0.0743 0.0350 0.331
H -3.3642 -5.0329 5.3421 0.1579 0.2940 -0.3698 0.310
C -3.0588 -0.4961 7.1762 -0.5340 1.1432 2.0747 -0.691
O -3.1029 -1.0833 5.9016 1.4752 0.3920 -1.9455 -0.296
C -2.2602 -0.6674 4.9199 -0.5262 -0.1181 -0.5232 0.685
O -1.3620 0.1655 4.9938 -0.6092 -0.5472 0.1121 -0.568
O -2.6205 -1.2969 3.7793 0.2141 -0.5353 1.0899 -0.404
C -1.8821 -1.1631 2.5334 -0.6326 0.9122 1.1636 -0.311
H -3.2944 0.5654 7.2519 -0.0916 0.2388 -1.0101 0.332
H -2.1478 -0.5435 7.7727 0.4240 -0.7655 -0.6157 0.273
H -3.8633 -0.9369 7.7648 0.1816 -0.4480 -0.2667 0.300
H -2.0208 -0.1082 2.2966 0.3579 -0.0132 -0.6354 0.246
H -2.4061 -1.8068 1.8269 0.1449 0.0711 0.1633 0.272
H -0.8234 -1.4075 2.6194 -0.0962 -0.1230 0.1908 0.103


no.,electronic energy (Eh)
1,-4357.45829
2,-6371.19035
3,-3853.07092